86
Properties=species:S:1:pos:R:3:forces:R:3 method="wB97M-V/def2-TZVPD" e_above_lowest_ev=0.000 s2=8.819 total_energy_ev=-103792.243 lumo_ev="0.9016 / 1.1635" charge=-1 multiplicity=6 e_homo_ev="-2.41 / -4.29" orbital_gap_ev="3.31 / 5.46"
H 0.0173 3.6750 0.1113 0.1 0.0 0.1
C 0.7502 -2.6947 5.3329 0.3 -0.3 -0.4
C -2.6982 -1.7169 -0.5141 0.2 0.5 -0.2
C -0.9189 1.5290 -6.6969 0.0 0.2 0.2
C -0.5206 2.7898 -0.1995 0.1 -0.4 0.6
N -0.7849 0.4694 -7.7188 0.2 0.0 0.4
C -1.9836 0.5395 -0.9779 -0.2 -0.2 -0.1
H 0.4772 -2.3463 -1.3559 -0.1 -0.2 0.1
C -1.2628 0.5348 0.2378 0.0 -0.4 0.0
C 1.5015 -0.4927 -1.1823 0.4 0.2 1.0
C 2.3989 -4.3810 5.0660 0.3 -0.3 0.0
O 3.3301 1.3288 2.8798 -0.7 -0.5 -0.1
O 0.1433 -3.1077 7.6420 0.4 -0.1 -0.6
O 1.5693 -0.0200 3.1552 -0.5 -0.4 0.5
N 2.5718 1.6497 -1.1210 0.0 -0.1 0.4
C -0.5480 1.6842 0.6236 0.0 0.6 -0.3
C 1.5712 0.8532 -3.1817 0.4 0.5 0.4
H -2.4134 2.7570 5.6960 0.0 -0.1 0.0
C -0.8109 0.9282 -5.3063 -0.1 0.1 -0.1
C 2.4530 0.5809 2.4571 1.2 0.6 -0.7
H -3.2923 -0.6193 -2.2606 0.0 0.0 0.1
H -1.6719 0.2692 -5.1074 0.0 0.0 0.0
H -1.0567 1.9569 6.5387 0.0 0.0 -0.1
H 1.8830 1.7217 -3.7342 0.0 0.2 -0.1
H -1.1787 3.6794 -2.0500 0.0 -0.2 0.1
H 4.1882 1.8032 -3.3198 0.0 -0.1 -0.1
H -2.4990 1.6790 -2.7280 0.0 0.0 0.1
C 4.3506 2.5548 -2.5522 0.0 0.2 -0.1
C 1.6906 -0.6664 0.2877 0.0 0.4 -0.6
H -0.1056 2.2373 -6.8716 -0.1 0.0 0.0
N 0.4461 0.2069 -5.1935 0.2 0.0 0.1
H 4.7027 3.4645 -3.0322 0.1 0.1 -0.1
H -2.3541 -1.7657 3.6896 -0.2 0.1 0.3
H -0.8513 0.8807 -8.6988 0.0 0.2 -0.5
F -0.3114 -2.1539 -3.8515 0.3 0.4 0.5
H -0.8276 1.7200 -4.5595 0.0 0.1 0.0
H -0.3003 -1.6145 -6.0173 0.1 0.1 -0.1
C 0.4560 -1.2411 -3.1797 -0.3 -0.3 -0.2
C 1.8966 0.6798 -1.8307 -0.1 -0.1 -0.1
Mn 0.3378 -1.4066 2.8341 -0.1 -0.3 0.7
C -2.7253 -0.6192 -1.3341 0.1 -0.2 0.3
H 0.4690 -1.0788 -8.3231 0.0 0.1 0.1
C 0.5125 -0.8849 -6.1478 0.1 -0.2 -0.2
C 0.4636 -0.3048 -7.5493 0.3 -0.1 0.0
H -3.0456 0.6258 7.7843 0.0 0.0 -0.1
C 0.8063 -3.3475 6.6362 -0.3 0.1 0.5
H 3.2734 3.5795 -0.9871 0.0 -0.1 -0.1
C -1.7734 1.8685 5.7174 0.2 0.2 -0.1
H 1.2929 0.3889 -7.7150 -0.1 -0.2 0.0
C 1.8648 -4.4282 6.4946 0.2 -0.5 0.5
C 2.3380 0.4239 0.9446 0.1 0.2 0.0
N -1.2097 -0.5808 1.0252 -0.7 -1.2 -0.2
C 0.7949 -1.4578 -1.8753 -0.4 -0.4 -0.5
N -1.3693 0.4788 3.8540 0.1 -0.1 -0.6
O -1.0598 -2.7394 2.5847 0.7 0.3 0.8
O -2.4887 -3.8722 1.2950 0.5 1.0 0.3
H 1.4556 -1.4179 -6.0074 0.0 0.0 0.0
C -1.8221 -2.8759 1.5697 -0.8 -0.8 -1.2
C 0.8417 -0.0747 -3.8562 -0.7 -0.7 -0.4
N -2.9082 -1.2011 4.3419 0.3 -0.3 0.1
H -3.2282 -1.7540 5.1256 0.0 0.1 -0.1
O 3.2683 -5.1096 4.6125 -0.4 0.4 0.1
C -1.9360 1.6849 -1.7991 0.2 0.5 0.0
H -0.0604 1.6932 1.5821 0.1 0.0 0.3
O -0.2695 2.5289 3.9307 -0.1 -0.1 -0.3
C 2.7828 1.4769 0.2011 -0.2 -0.1 0.1
O 2.2152 -5.2041 7.3666 -0.2 0.6 -0.7
C -2.2630 -0.0617 4.6640 -0.1 0.1 0.3
O 1.7057 -2.8806 3.2119 0.0 0.1 -0.4
H 5.1308 2.1940 -1.8880 0.1 0.0 0.1
H -4.4070 0.9303 6.6736 0.0 -0.1 0.1
C -1.9039 -1.6612 0.6548 0.6 1.2 0.2
O 1.2261 -1.6636 0.8555 -0.1 -0.1 0.0
C -1.0292 1.6963 4.3744 0.1 0.1 0.7
H -1.5953 -0.1662 -7.6596 -0.3 -0.2 -0.1
H -3.7107 -0.6963 6.8432 0.0 0.0 0.0
C -1.2048 2.7913 -1.4205 -0.4 -0.3 -0.5
H 2.2989 3.2686 -2.4090 0.1 -0.1 0.1
H -1.8783 2.0213 -6.8678 0.0 0.0 0.0
H 3.2940 2.2821 0.7104 0.0 0.0 0.1
N -2.5271 0.6475 5.7836 0.1 -0.2 -0.4
H -3.2296 -2.6318 -0.7188 -0.1 -0.1 0.0
C 1.6483 -3.3064 4.4115 -0.5 0.3 0.8
O 0.0117 -1.7187 4.9565 0.0 0.2 -0.5
C -3.4763 0.3663 6.8142 -0.2 -0.1 0.2
C 3.0819 2.8443 -1.7719 0.0 0.2 0.0